{"formula": "C33H59Cl2N3O17PS", "method": "wB97M-V/def2-TZVPD", "elements": ["C", "C", "S", "C", "N", "C", "C", "C", "Cl", "C", "C", "Cl", "C", "C", "O", "O", "C", "N", "C", "C", "P", "N", "H", "H", "H", "H", "H", "H", "H", "H", "H", "H", "H", "H", "H", "H", "H", "H", "H", "H", "H", "C", "C", "O", "C", "O", "O", "C", "H", "H", "H", "H", "H", "H", "H", "H", "C", "C", "O", "C", "O", "O", "C", "H", "H", "H", "H", "H", "H", "H", "H", "C", "C", "O", "C", "O", "O", "C", "H", "H", "H", "H", "H", "H", "H", "H", "C", "C", "O", "C", "O", "O", "C", "H", "H", "H", "H", "H", "H", "H", "H", "C", "C", "O", "C", "O", "O", "C", "H", "H", "H", "H", "H", "H", "H", "H"], "positions_angstrom": [[1.881, 3.867, -0.921], [1.469, 4.283, -2.464], [0.107, 3.240, -3.216], [0.682, 1.539, -3.708], [0.348, 0.413, -2.757], [-0.402, 0.524, -1.449], [-0.739, -0.761, -0.434], [-1.607, -0.592, 0.964], [-2.991, -1.824, 1.335], [-1.423, 0.485, 1.975], [-2.427, 0.518, 3.311], [-0.142, 1.810, 1.761], [-0.185, -2.249, -0.847], [-0.360, -3.632, 0.017], [-1.271, -4.561, -0.353], [0.534, -3.847, 1.165], [1.941, -3.997, 0.759], [2.855, -3.131, 1.643], [0.638, -2.345, -2.285], [0.847, -0.982, -3.194], [1.810, -1.109, -4.883], [1.900, -2.616, -5.459], [0.961, 3.816, -0.193], [2.543, 2.901, -0.935], [2.577, 4.738, -0.499], [2.439, 4.247, -3.123], [1.039, 5.394, -2.390], [1.850, 1.621, -3.937], [0.167, 1.272, -4.749], [-0.802, 1.561, -1.069], [-3.559, 0.477, 2.937], [-2.321, 1.545, 3.883], [-2.243, -0.404, 4.023], [2.173, -3.672, -0.345], [2.211, -5.150, 0.824], [2.230, -2.671, 2.361], [3.274, -2.348, 1.064], [1.046, -3.392, -2.627], [3.152, -0.618, -4.699], [1.091, -0.329, -5.900], [1.397, -3.253, -4.804], [6.645, -4.483, 3.216], [6.157, -4.179, 1.811], [7.158, -3.473, 1.068], [8.159, -4.234, 0.563], [8.270, -5.445, 0.678], [9.034, -3.415, -0.072], [10.188, -4.082, -0.578], [6.988, -3.569, 3.712], [5.848, -4.934, 3.814], [7.494, -5.172, 3.200], [5.280, -3.524, 1.865], [5.847, -5.089, 1.284], [9.912, -4.936, -1.205], [10.826, -4.401, 0.252], [10.749, -3.372, -1.193], [7.137, 5.209, 2.222], [7.495, 3.971, 1.419], [6.959, 2.794, 2.036], [5.642, 2.564, 1.816], [4.893, 3.256, 1.143], [5.288, 1.444, 2.495], [3.899, 1.136, 2.420], [7.441, 5.092, 3.268], [7.626, 6.095, 1.807], [6.057, 5.382, 2.223], [8.584, 3.853, 1.400], [7.162, 4.053, 0.378], [3.554, 1.100, 1.381], [3.324, 1.871, 2.993], [3.744, 0.150, 2.867], [-4.753, -1.081, -1.849], [-5.849, -1.240, -0.811], [-6.863, -0.243, -0.986], [-7.757, -0.484, -1.976], [-7.775, -1.463, -2.707], [-8.616, 0.565, -2.034], [-9.562, 0.479, -3.098], [-4.361, -0.059, -1.843], [-3.933, -1.778, -1.657], [-5.134, -1.269, -2.858], [-5.427, -1.091, 0.189], [-6.283, -2.247, -0.830], [-10.096, -0.476, -3.081], [-9.055, 0.622, -4.057], [-10.292, 1.283, -2.969], [-3.333, 1.629, -9.181], [-2.705, 0.687, -8.168], [-3.151, 0.997, -6.842], [-4.383, 0.538, -6.516], [-5.124, -0.112, -7.238], [-4.666, 0.947, -5.254], [-5.978, 0.603, -4.814], [-3.158, 2.672, -8.898], [-2.920, 1.457, -10.179], [-4.418, 1.492, -9.229], [-1.618, 0.817, -8.177], [-2.906, -0.362, -8.414], [-6.174, -0.467, -4.942], [-6.719, 1.199, -5.356], [-6.053, 0.840, -3.750], [-2.476, 1.480, 10.309], [-3.196, 0.275, 9.731], [-4.495, 0.641, 9.252], [-4.524, 1.247, 8.040], [-3.556, 1.492, 7.335], [-5.812, 1.561, 7.754], [-5.974, 2.286, 6.537], [-3.094, 1.973, 11.067], [-1.526, 1.184, 10.763], [-2.269, 2.226, 9.535], [-3.346, -0.470, 10.520], [-2.608, -0.207, 8.941], [-5.492, 1.772, 5.700], [-5.575, 3.298, 6.653], [-7.045, 2.358, 6.325]], "energy_ha": -4395.3701, "charge": 1, "lumo_ha": -0.2017}

{"formula": "C33H59F9N3O8", "method": "wB97M-V/def2-TZVPD", "elements": ["C", "O", "C", "C", "C", "C", "C", "C", "C", "O", "C", "N", "C", "N", "C", "C", "C", "F", "F", "F", "C", "C", "C", "C", "N", "C", "C", "C", "O", "C", "C", "C", "C", "O", "C", "H", "H", "H", "H", "H", "H", "H", "H", "H", "H", "H", "H", "H", "H", "H", "H", "H", "H", "H", "H", "H", "H", "H", "H", "H", "H", "H", "H", "H", "H", "H", "H", "H", "H", "H", "H", "H", "H", "H", "H", "H", "H", "H", "H", "H", "H", "H", "H", "H", "C", "C", "O", "C", "O", "C", "F", "F", "F", "H", "H", "H", "H", "H", "C", "C", "O", "C", "O", "C", "F", "F", "F", "H", "H", "H", "H", "H"], "positions_angstrom": [[4.360, 1.065, 0.664], [5.125, 0.050, 0.050], [4.981, -0.079, -1.355], [4.309, -1.405, -1.681], [2.794, -1.375, -1.438], [1.951, -2.335, -2.315], [1.610, -3.642, -1.547], [0.986, -4.746, -2.409], [2.861, -4.228, -0.881], [3.752, -4.588, -1.901], [4.951, -5.166, -1.414], [0.739, -3.242, -0.420], [-0.142, -2.209, -0.677], [-0.705, -1.629, 0.362], [-0.563, -2.230, 1.706], [0.869, -2.218, 2.276], [0.965, -1.791, 3.736], [2.010, -1.006, 3.932], [-0.109, -1.093, 4.151], [1.082, -2.819, 4.555], [-1.631, -0.490, 0.204], [-1.261, 0.820, 0.944], [0.237, 1.025, 1.211], [-2.093, 1.031, 2.213], [-0.458, -1.796, -1.941], [-1.841, -2.124, -2.350], [-2.534, -1.020, -3.163], [-3.945, -0.756, -2.671], [-4.639, -1.980, -2.724], [-6.018, -1.890, -2.400], [0.661, -1.677, -2.919], [0.313, -2.295, -4.280], [0.843, -0.164, -3.179], [0.626, 0.589, -2.005], [1.075, 1.930, -2.144], [4.231, 0.796, 1.713], [3.367, 1.159, 0.202], [4.863, 2.037, 0.608], [5.968, -0.019, -1.823], [4.386, 0.763, -1.736], [4.541, -1.716, -2.705], [4.781, -2.140, -1.024], [2.609, -1.604, -0.383], [2.442, -0.354, -1.556], [2.568, -2.655, -3.158], [1.384, -4.740, -3.422], [-0.102, -4.654, -2.457], [1.224, -5.727, -1.990], [3.317, -3.517, -0.182], [2.564, -5.113, -0.292], [5.547, -4.427, -0.865], [4.739, -6.014, -0.753], [5.515, -5.516, -2.276], [0.246, -4.031, -0.006], [-0.927, -3.261, 1.661], [-1.254, -1.686, 2.342], [1.305, -3.215, 2.221], [1.515, -1.562, 1.698], [-1.693, -0.297, -0.861], [-2.614, -0.836, 0.546], [-1.569, 1.601, 0.241], [0.495, 0.790, 2.245], [0.505, 2.072, 1.061], [0.864, 0.434, 0.540], [-3.164, 0.977, 2.000], [-1.856, 0.301, 2.990], [-1.894, 2.020, 2.631], [-2.420, -2.311, -1.442], [-1.845, -3.069, -2.900], [-1.958, -0.093, -3.088], [-2.582, -1.302, -4.217], [-4.432, 0.005, -3.295], [-3.924, -0.374, -1.637], [-6.222, -1.024, -1.762], [-6.303, -2.796, -1.864], [-6.620, -1.809, -3.310], [-0.059, -3.311, -4.213], [1.215, -2.311, -4.895], [-0.435, -1.702, -4.808], [1.848, 0.014, -3.590], [0.121, 0.150, -3.943], [2.164, 1.989, -2.025], [0.800, 2.340, -3.120], [0.599, 2.522, -1.362], [-1.679, 8.004, -0.749], [-1.868, 6.532, -1.026], [-1.375, 6.183, -2.347], [-0.072, 6.000, -2.454], [0.751, 6.027, -1.585], [0.291, 5.668, -3.924], [-0.351, 6.451, -4.787], [-0.053, 4.384, -4.172], [1.601, 5.784, -4.115], [-2.166, 8.603, -1.517], [-2.124, 8.251, 0.215], [-0.622, 8.265, -0.714], [-2.920, 6.258, -1.058], [-1.355, 5.912, -0.292], [-2.308, -0.332, 7.092], [-1.353, 0.827, 6.917], [-2.063, 2.076, 6.757], [-2.493, 2.649, 7.874], [-2.351, 2.257, 8.994], [-3.205, 3.982, 7.533], [-4.061, 3.826, 6.513], [-2.289, 4.896, 7.173], [-3.872, 4.434, 8.586], [-3.011, -0.376, 6.260], [-1.745, -1.265, 7.124], [-2.870, -0.239, 8.020], [-0.777, 0.733, 5.999], [-0.665, 0.914, 7.756]], "energy_ha": -2957.5723, "charge": 1, "lumo_ha": -0.0909}

Q: charge of number 2 (C33H59F9N3O8)?
A: +1

Q: Which value of charge does entry 2 give?
A: +1

Q: charge of number 1 (C33H59Cl2N3O17PS)?
A: +1